1.
# C54H88BClN3O21S2

A cluster of 8 separate species, C54H88BClN3O21S2 in total (the ωB97M-V functional and the def2-TZVPD basis, OMol25).

The value obtained for the maximum force is 5.09 eV/Å. For the total energy, the calculation gives -5136.1183 hartree. The value obtained for the HOMO energy is -4.7 eV. As for the spin multiplicity: 1. As for the charge: -1. The lowest unoccupied orbital energy is 1.672 eV.

Each line ends with the Mulliken charge.
Atoms and positions in Å:
C  3.18  2.68  -4.12  -0.451
O  3.51  3.85  -3.37  -0.212
C  4.43  3.54  -2.32  -1.005
C  3.82  2.74  -1.12  1.367
C  2.69  3.51  -0.31  -0.355
C  1.37  3.40  -1.15  -0.348
C  0.85  4.61  -1.84  0.468
C  1.58  6.02  -1.75  -0.202
O  1.54  6.64  -0.68  -0.748
O  2.14  6.43  -2.83  -0.707
C  -0.38  4.59  -2.67  0.405
Cl  -0.92  6.11  -3.46  -0.202
C  -1.10  3.31  -2.82  0.438
S  -2.59  3.23  -3.87  -0.095
C  -0.62  2.10  -2.16  0.073
C  0.61  2.14  -1.31  0.226
C  1.06  0.81  -0.61  0.200
O  1.57  0.76  0.49  -0.787
C  0.83  -0.50  -1.46  0.593
C  1.87  -1.63  -1.31  0.321
C  3.40  -1.16  -1.34  0.796
C  4.19  -2.28  -0.54  -0.305
C  5.64  -1.86  -0.05  -0.933
C  5.69  -1.62  1.53  -0.795
C  4.73  -0.48  2.06  0.322
C  3.62  -1.11  3.01  -0.332
S  2.91  0.06  4.27  -0.293
C  3.39  1.75  3.94  0.496
N  2.60  2.81  3.58  -0.395
N  3.28  3.95  3.44  -0.316
C  4.60  3.66  3.69  0.185
O  4.64  2.34  3.99  -0.332
C  -0.30  -0.51  -2.22  0.268
B  -0.67  -1.79  -3.13  0.780
O  -1.94  -2.36  -2.96  -0.639
N  0.35  -2.26  -4.08  0.033
C  -0.12  -3.39  -4.90  -1.264
C  0.91  -1.15  -4.90  -0.821
C  -1.30  0.70  -2.30  -0.484
O  -2.50  0.56  -2.42  -0.500
H  2.44  3.02  -4.91  0.266
H  2.66  1.88  -3.52  0.019
H  4.07  2.29  -4.69  0.291
H  4.97  4.45  -1.94  0.306
H  5.25  2.89  -2.79  0.446
H  3.38  1.78  -1.50  -1.242
H  4.67  2.56  -0.39  0.388
H  2.97  4.58  -0.11  0.718
H  2.50  2.95  0.64  -0.350
H  -3.71  3.50  -3.12  0.167
H  1.79  -2.46  -2.05  0.310
H  1.73  -2.08  -0.28  -0.771
H  3.75  -1.19  -2.41  0.280
H  3.57  -0.15  -0.91  -0.863
H  3.62  -2.62  0.37  -0.174
H  4.31  -3.17  -1.21  0.609
H  6.31  -2.76  -0.23  0.405
H  6.09  -1.01  -0.63  0.280
H  5.39  -2.61  1.99  0.146
H  6.76  -1.42  1.80  0.292
H  5.35  0.29  2.59  0.486
H  4.22  0.02  1.20  -0.283
H  2.80  -1.53  2.38  -0.169
H  4.14  -1.93  3.59  0.495
H  5.51  4.31  3.69  0.440
H  -2.40  -2.49  -3.81  0.129
H  -0.55  -3.07  -5.90  0.335
H  0.80  -4.00  -5.18  0.341
H  -0.80  -4.10  -4.36  0.373
H  1.44  -1.48  -5.83  0.426
H  1.69  -0.63  -4.27  0.016
H  0.12  -0.37  -5.09  0.297
O  1.30  -3.82  2.06  -0.682
C  0.22  -3.33  1.83  1.047
O  -0.32  -2.46  2.69  -0.459
C  -1.49  -1.67  2.42  0.364
C  -2.75  -2.45  2.73  -0.879
C  -0.57  -3.74  0.61  -1.200
H  -1.48  -1.28  1.40  -0.375
H  -1.44  -0.81  3.08  0.458
H  -2.84  -3.34  2.10  0.167
H  -3.63  -1.83  2.57  0.568
H  -2.74  -2.79  3.76  0.019
H  -1.10  -4.67  0.83  0.431
H  0.13  -3.92  -0.21  0.377
H  -1.27  -2.99  0.26  0.264
O  5.85  6.12  2.41  -0.574
C  5.57  7.24  2.78  0.774
O  5.85  7.61  4.05  -0.359
C  5.74  8.95  4.53  -0.423
C  4.32  9.25  4.96  -0.981
C  4.83  8.18  1.88  -1.054
H  6.11  9.66  3.79  0.381
H  6.40  9.02  5.39  0.315
H  3.61  9.17  4.13  0.286
H  4.25  10.26  5.38  0.359
H  3.99  8.53  5.72  0.294
H  3.77  7.96  1.92  0.279
H  5.19  8.04  0.86  0.330
H  5.00  9.23  2.11  0.358
O  -1.83  1.60  -8.00  -0.574
C  -2.59  2.52  -8.11  0.661
O  -3.55  2.48  -9.06  -0.404
C  -4.62  3.43  -9.15  -0.352
C  -4.19  4.67  -9.91  -0.935
C  -2.45  3.75  -7.26  -0.175
H  -5.02  3.66  -8.17  0.339
H  -5.42  2.93  -9.70  0.314
H  -3.37  5.19  -9.41  0.275
H  -5.02  5.36  -10.03  0.341
H  -3.82  4.39  -10.90  0.295
H  -1.69  4.40  -7.70  0.251
H  -2.12  3.45  -6.26  -0.403
H  -3.37  4.31  -7.12  0.305
O  5.87  -5.89  1.89  -0.565
C  5.01  -6.54  2.42  0.665
O  4.80  -7.81  2.05  -0.365
C  3.93  -8.72  2.75  -0.411
C  2.49  -8.55  2.29  -0.810
C  4.09  -5.91  3.44  -0.640
H  4.04  -8.61  3.83  0.367
H  4.27  -9.72  2.50  0.297
H  2.11  -7.55  2.50  0.163
H  1.85  -9.28  2.79  0.345
H  2.42  -8.70  1.21  0.295
H  3.30  -5.37  2.93  0.057
H  4.68  -5.20  4.04  0.297
H  3.66  -6.62  4.15  0.355
O  -3.66  -6.12  4.04  -0.584
C  -4.74  -5.60  4.03  0.844
O  -5.32  -5.22  5.18  -0.383
C  -6.52  -4.44  5.25  -0.292
C  -7.75  -5.32  5.15  -1.037
C  -5.51  -5.46  2.74  -0.997
H  -6.51  -3.64  4.51  0.276
H  -6.50  -3.95  6.23  0.347
H  -7.80  -5.84  4.20  0.282
H  -8.66  -4.72  5.27  0.361
H  -7.74  -6.08  5.93  0.299
H  -6.01  -6.40  2.51  0.307
H  -4.80  -5.23  1.94  0.261
H  -6.23  -4.65  2.74  0.333
O  -4.69  -3.61  -3.51  -0.547
C  -5.45  -2.69  -3.63  0.578
O  -6.39  -2.71  -4.58  -0.365
C  -7.45  -1.75  -4.68  -0.386
C  -7.00  -0.52  -5.44  -0.865
C  -5.29  -1.46  -2.77  -0.609
H  -7.86  -1.51  -3.70  0.356
H  -8.25  -2.24  -5.24  0.308
H  -6.18  0.00  -4.92  0.187
H  -7.83  0.19  -5.55  0.353
H  -6.63  -0.79  -6.42  0.297
H  -4.52  -0.81  -3.20  0.110
H  -4.97  -1.77  -1.77  0.257
H  -6.21  -0.89  -2.64  0.385
O  -3.79  -0.42  3.93  -0.489
C  -3.54  -0.07  5.05  0.719
O  -3.94  1.13  5.49  -0.375
C  -3.85  1.56  6.85  -0.428
C  -2.48  2.13  7.16  -0.947
C  -2.69  -0.94  5.96  -0.955
H  -4.14  0.76  7.54  0.363
H  -4.60  2.35  6.97  0.298
H  -1.70  1.38  7.04  0.260
H  -2.44  2.51  8.19  0.352
H  -2.24  2.95  6.48  0.311
H  -1.64  -0.77  5.73  0.273
H  -2.94  -1.98  5.77  0.232
H  -2.87  -0.77  7.02  0.380

2.
# C7H2N2O7PdS4

A structure of composition C7H2N2O7PdS4 (the ωB97M-V functional and the def2-TZVPD basis, OMol25).

The value obtained for the maximum force is 1.49 eV/Å. For the total energy, the calculation gives -2624.7307 hartree. The value obtained for the HOMO energy (alpha / beta) is -1.7 / -1.7 eV. As for the spin multiplicity: 3. As for the charge: -2. As for the expectation value of S²: 2.031. The lowest unoccupied orbital energy (alpha / beta) is 4.643 / 3.874 eV.

Each line ends with the Mulliken charge.
Atoms and positions in Å:
Pd  1.47  -2.36  0.45  0.208
S  3.64  -3.09  -0.13  -0.156
S  4.67  -3.75  1.41  -0.159
S  3.24  -3.74  3.27  -0.156
S  1.63  -2.72  2.78  -0.188
O  -2.49  -2.37  -1.06  -0.714
C  -1.45  -1.99  -0.51  0.445
O  -0.68  -2.72  0.18  -0.728
C  -1.11  -0.49  -0.57  0.275
C  -2.11  0.42  -0.41  -0.435
C  -1.84  1.81  -0.30  -0.259
C  -0.53  2.25  -0.30  -0.282
C  0.50  1.35  -0.53  -0.379
C  0.27  -0.07  -0.73  1.084
O  1.21  -0.85  -1.06  -0.902
N  1.82  1.85  -0.53  0.896
O  2.70  1.23  -1.10  -0.556
O  2.04  2.91  0.06  -0.669
N  -2.89  2.72  -0.17  0.992
O  -4.06  2.32  -0.20  -0.678
O  -2.62  3.93  -0.04  -0.687
H  -3.13  0.08  -0.36  0.506
H  -0.30  3.29  -0.15  0.540

3.
# CClNO3S2

A cluster of 2 separate species, CClNO3S2 in total (the ωB97M-V functional and the def2-TZVPD basis, OMol25).

The value obtained for the maximum force is 3.42 eV/Å. For the total energy, the calculation gives -1575.2346 hartree. For the energy above the lowest of the compared OMol25 structures with the same formula, charge and spin, the calculation gives 4.7 kcal/mol. The value obtained for the HOMO energy is -2.3 eV. As for the spin multiplicity: 1. As for the charge: -2. The lowest unoccupied orbital energy is 4.709 eV.

Each line ends with the Mulliken charge.
Atoms and positions in Å:
C  1.36  1.45  -0.75  0.472
N  0.60  1.42  0.15  -0.196
O  2.07  1.92  -1.53  -0.507
O  2.44  -1.18  2.57  -0.477
O  0.37  -1.12  3.92  -0.519
S  0.03  0.67  1.50  -0.304
S  1.02  -1.34  2.61  0.531
Cl  -7.89  -1.82  -8.47  -1.000

4.
# C2H4NO3P

A cluster of 2 separate species, C2H4NO3P in total (the ωB97M-V functional and the def2-TZVPD basis, OMol25).

The value obtained for the maximum force is 1.67 eV/Å. For the total energy, the calculation gives -700.5028 hartree. For the energy above the lowest of the compared OMol25 structures with the same formula, charge and spin, the calculation gives 0.0 kcal/mol. The value obtained for the HOMO energy is -9.8 eV. Its SMILES is CNP=O.O=C=O. As for the spin multiplicity: 1. As for the charge: 0. The lowest unoccupied orbital energy is 0.518 eV.

Each line ends with the Mulliken charge.
Atoms and positions in Å:
C  0.50  -1.08  0.89  -0.685
N  -0.54  -0.11  1.10  -0.164
P  -1.87  0.13  0.11  0.275
O  -1.77  -0.81  -0.99  -0.479
H  1.48  -0.60  0.78  0.255
H  0.27  -1.63  -0.03  0.265
H  0.55  -1.79  1.72  0.292
H  -0.45  0.45  1.93  0.239
O  -0.36  1.92  -1.24  -0.368
C  0.61  1.81  -1.84  0.715
O  1.59  1.71  -2.43  -0.345

> charge of number 2 (C7H2N2O7PdS4)?

-2